[1]
Density functional theory data (wB97M-V/def2-TZVPD) for a molecular structure, C37H47MnN6O2SSbSi3.

* largest force on an atom: 0.0106 hartree/bohr
* total energy: -4575.2369 hartree
* spin multiplicity: 2
* Kohn-Sham gap (alpha / beta): 6.3 / 6.0 eV
* <S²>: 0.872
* net charge: 0
* energy above the lowest of the compared OMol25 structures with the same formula, charge and spin: 0.00 kJ/mol

XYZ file:
```
98
Properties=species:S:1:pos:R:3:forces:R:3
Sb -1.091 -2.345 0.796 0.0 0.0 0.0
Mn 0.656 1.863 -0.366 0.4 0.1 0.2
S 7.925 3.079 -1.676 0.0 0.0 0.0
Si -1.699 -3.922 -1.134 -0.1 0.1 0.0
Si -1.715 -3.778 2.825 -0.1 0.1 0.0
Si -3.207 -0.889 0.668 0.1 -0.1 0.0
O 0.338 1.132 1.449 0.3 0.1 -0.4
O 0.173 0.161 -1.441 -0.3 0.2 0.0
N -0.848 3.170 -0.155 -0.1 -0.1 0.1
N 7.107 1.695 -1.520 0.0 0.0 0.0
N 2.157 3.432 0.077 -0.3 -0.1 -0.2
N 2.492 0.867 -0.287 -0.2 -0.2 -0.3
N 6.770 4.130 -1.262 0.0 0.0 0.0
N 0.612 2.714 -2.253 0.3 -0.1 0.3
C -1.573 3.558 3.402 0.0 0.0 0.0
C 5.885 2.015 -1.136 -0.1 0.0 0.0
C -1.306 3.545 0.990 0.1 -0.1 -0.1
C -1.249 3.884 -1.358 -0.1 0.1 0.0
C 3.567 1.618 -0.534 0.1 0.1 0.1
C -2.353 -2.640 4.176 0.0 -0.1 0.0
C 4.934 -0.308 -0.891 0.0 -0.1 0.0
C -3.295 0.243 2.165 -0.1 0.0 0.0
C -2.194 -2.827 -2.584 -0.1 0.0 0.0
C -0.995 2.954 2.264 -0.1 0.2 -0.1
C 2.002 0.340 -4.613 0.0 0.0 0.0
C 4.806 1.080 -0.864 0.1 0.0 0.0
C 1.036 -1.532 -2.822 0.0 0.0 0.0
C 2.958 5.680 0.221 0.0 -0.1 0.0
C 3.839 -1.077 -0.565 0.0 0.1 0.0
C -0.168 -4.921 -1.588 0.0 0.0 0.0
C -0.620 1.892 4.816 0.0 0.0 0.0
C 1.968 4.708 0.371 0.0 0.1 0.1
C -0.025 4.015 -2.264 -0.1 0.1 -0.1
C -1.396 3.057 4.663 0.0 0.0 0.0
C -0.050 1.274 3.737 0.0 0.0 0.1
C 0.987 2.173 -3.343 -0.2 -0.1 -0.2
C -2.978 -5.142 2.566 0.0 0.0 0.0
C 4.194 5.303 -0.260 0.0 0.0 0.0
C 1.732 -1.927 -3.936 0.0 0.0 0.0
C -3.157 0.216 -0.846 -0.1 0.0 0.0
C 2.624 -0.449 -0.276 0.1 -0.2 0.1
C -3.103 -5.142 -0.867 0.0 -0.1 -0.1
C 5.693 3.420 -0.986 -0.1 -0.1 0.0
C -4.771 -1.929 0.588 0.0 0.0 0.0
C -0.133 -4.576 3.444 0.0 0.0 0.0
C -0.205 1.774 2.414 -0.2 0.0 0.1
C 0.805 -0.161 -2.517 0.1 0.1 -0.1
C 2.232 -0.992 -4.856 0.0 0.0 0.0
C 3.373 3.053 -0.350 0.1 0.0 0.0
C 4.417 3.957 -0.541 0.1 0.0 0.0
C 1.328 0.779 -3.463 0.0 -0.1 0.0
H -3.887 1.019 -0.700 0.0 0.0 0.0
H -1.987 4.400 1.023 0.0 0.0 0.0
H -1.681 4.863 -1.121 0.0 0.0 0.0
H 0.267 -5.284 2.714 0.0 0.0 0.0
H 0.634 -3.824 3.635 0.0 0.0 0.0
H -2.862 1.209 1.901 0.0 0.0 0.0
H -2.788 -6.006 -0.280 0.0 0.0 0.0
H 1.722 -1.008 -0.054 0.0 0.0 0.0
H 2.744 6.707 0.481 0.0 0.0 0.0
H -0.474 1.473 5.805 0.0 0.0 0.0
H -0.325 -5.120 4.373 0.0 0.0 0.0
H -0.193 -5.182 -2.650 0.0 0.0 0.0
H -0.130 -5.852 -1.016 0.0 0.0 0.0
H -4.901 -2.543 1.482 0.0 0.0 0.0
H -3.431 -5.507 -1.846 0.0 0.0 0.0
H -1.629 -1.858 4.412 0.0 0.0 0.0
H -2.167 0.650 -0.984 0.1 0.0 0.0
H 3.896 -2.156 -0.555 0.0 0.0 0.0
H -2.183 4.444 3.253 0.0 0.0 0.0
H 0.543 0.375 3.849 0.0 0.0 0.0
H 2.345 1.086 -5.324 0.0 0.0 0.0
H -3.911 -4.769 2.142 0.0 0.0 0.0
H -3.959 -4.688 -0.370 0.0 0.0 0.0
H -0.333 4.307 -3.273 0.0 0.0 0.0
H -1.695 -1.858 -2.577 0.0 0.0 0.0
H -3.273 -2.652 -2.553 0.0 0.0 0.0
H -3.289 -2.159 3.891 0.0 0.0 0.0
H -4.340 0.408 2.444 0.0 0.0 0.0
H -2.763 -0.119 3.042 0.0 0.0 0.0
H -5.642 -1.272 0.502 0.0 0.0 0.0
H 0.984 4.969 0.742 0.0 0.0 0.0
H -3.200 -5.606 3.532 0.0 0.0 0.0
H 5.887 -0.752 -1.148 0.0 0.0 0.0
H 0.651 -2.260 -2.118 0.0 0.0 0.0
H -4.763 -2.588 -0.281 0.0 0.0 0.0
H -3.422 -0.320 -1.758 0.0 0.0 0.0
H 4.993 6.018 -0.402 0.0 0.0 0.0
H -2.005 3.289 -1.878 0.0 0.0 0.0
H 0.755 -4.374 -1.393 0.0 0.0 0.0
H 0.659 4.776 -1.882 0.0 0.0 0.1
H -1.967 -3.322 -3.533 0.0 0.0 0.0
H 0.966 2.760 -4.268 0.0 0.0 0.0
H 2.766 -1.313 -5.739 0.0 0.0 0.0
H -2.539 -3.216 5.089 0.0 0.0 0.0
H 1.890 -2.986 -4.110 0.0 0.0 0.0
H -2.594 -5.918 1.902 0.0 0.0 0.0
H -1.848 3.536 5.521 0.0 0.0 0.0
```
Positions in Å, forces in eV/Å.

[2]
Density functional theory data (wB97M-V/def2-TZVPD) for a molecular structure, C37H47N4NaOS3Si2 at a distorted geometry.

* largest force on an atom: 0.0575 hartree/bohr
* total energy: -3668.1912 hartree
* Kohn-Sham gap: 3.9 eV
* net charge: -2

XYZ file:
```
95
Properties=species:S:1:pos:R:3:forces:R:3
S -9.195 7.696 18.856 0.2 -0.2 -0.6
S -2.036 5.778 23.727 -1.2 -1.5 0.5
S -1.631 2.298 20.014 -0.2 0.7 1.0
Si -4.140 4.465 16.830 -0.7 -1.1 -1.0
Si -8.404 3.552 21.107 1.3 -1.1 -1.4
Na -5.334 4.790 20.176 -0.1 0.1 -0.8
O -8.261 7.959 19.971 0.3 0.0 0.5
N -5.363 3.913 17.806 -0.6 0.1 -0.1
N -7.339 3.554 19.791 0.1 -0.2 -0.7
N -4.595 3.264 21.719 0.2 1.3 0.4
N -1.554 0.888 19.373 -0.1 -0.9 -0.4
C -0.126 0.502 23.292 0.7 1.0 -0.4
C 1.250 4.767 17.581 -0.2 -1.0 0.4
C -0.511 4.686 19.256 1.5 -0.6 -1.9
C 0.599 2.786 23.481 -0.3 0.0 -0.2
C -8.774 6.088 18.070 0.1 0.5 -1.0
C -0.698 0.760 22.055 -1.0 -0.4 0.3
C 0.322 2.596 18.181 0.6 1.6 1.3
C -0.063 3.047 22.289 -0.3 0.2 -0.8
C -7.385 7.718 16.883 -0.6 -0.8 1.0
C -0.450 3.293 19.136 -0.1 0.3 -0.8
C -8.130 0.730 17.444 -1.2 -0.3 0.0
C -4.775 1.158 22.783 0.3 -0.3 1.1
C -6.330 2.954 17.590 0.2 0.4 1.7
C -1.815 7.122 22.765 0.7 0.5 0.0
C 0.555 1.495 23.981 -0.5 0.0 0.3
C 0.366 5.430 18.426 -0.2 -1.2 0.7
C -2.838 3.122 16.358 0.9 2.8 -0.5
C 1.259 3.362 17.470 -1.6 0.3 1.1
C -3.572 2.984 23.844 -0.9 -1.2 0.5
C -4.597 5.323 15.119 -2.1 -0.9 1.8
C -8.565 8.539 17.357 -0.4 0.6 1.0
C -3.949 3.809 22.761 1.9 0.0 0.3
C -0.724 2.048 21.555 1.0 0.4 0.9
C -8.402 1.934 22.120 -2.3 -0.9 -1.4
C -10.125 3.959 20.567 -1.7 -0.1 -0.1
C -4.983 2.010 21.737 -0.2 0.2 -0.3
C -2.568 7.135 21.654 -1.5 -0.1 -1.5
C -7.325 2.761 18.650 -1.1 -0.4 0.7
C -3.297 5.859 17.695 2.0 -0.2 -0.1
C -8.246 1.684 18.445 0.5 0.9 1.0
C -4.069 1.650 23.887 0.6 0.3 -0.3
C -7.922 6.302 16.788 0.9 -1.0 0.4
C -7.294 0.944 16.403 2.0 1.5 -0.3
C -6.389 2.075 16.526 -0.4 -1.2 -1.3
C -7.864 4.866 22.314 -0.1 -0.6 2.2
C -3.351 5.200 22.618 -0.4 -0.3 -0.9
C -3.534 6.044 21.529 0.6 -0.5 0.8
H -2.428 2.600 17.189 0.0 -0.8 0.6
H -0.139 -0.457 23.731 -0.3 -1.1 0.2
H 1.076 3.588 24.037 -0.1 -0.1 -0.2
H -9.081 1.560 19.132 0.3 0.0 0.3
H -5.418 6.059 15.299 0.3 -0.7 -0.3
H -1.289 -0.012 21.567 0.4 0.1 -0.2
H -9.219 1.976 22.854 0.1 0.0 0.1
H -2.516 0.686 19.179 -0.6 -0.5 -0.4
H 0.897 1.272 24.980 0.4 0.0 0.1
H -1.275 5.191 19.796 -0.3 0.2 0.9
H -2.901 5.524 18.666 -0.5 0.3 -0.1
H -5.499 1.687 20.857 -0.4 -0.2 -0.5
H 1.953 2.879 16.841 0.7 -0.4 -0.8
H -8.502 9.633 17.543 0.4 -0.7 0.1
H -7.592 4.430 23.358 -0.8 0.7 -1.5
H -3.985 6.673 17.810 -0.3 0.6 0.3
H -3.109 2.504 15.529 -0.3 -0.7 -0.3
H -9.670 5.535 17.912 -1.0 -0.2 -0.4
H -4.817 4.637 14.304 0.0 0.2 -0.1
H -8.303 5.482 18.810 1.1 -0.3 0.8
H -9.472 8.403 16.783 0.0 -0.1 -1.0
H -8.420 6.165 15.835 -0.8 0.1 0.0
H -6.980 7.993 15.971 0.6 0.9 -2.0
H -1.976 3.763 16.002 -0.5 -0.6 0.1
H -7.490 1.881 22.633 1.3 -0.3 0.8
H -5.629 2.235 15.758 -0.2 -0.2 -0.1
H -8.594 5.675 22.409 0.0 -0.1 0.3
H -2.390 6.205 17.130 -0.7 -0.1 0.3
H -0.096 4.049 21.888 0.1 0.3 0.1
H -10.770 3.919 21.448 -0.3 0.0 0.2
H -3.759 5.910 15.006 2.2 1.3 -1.0
H -6.960 5.351 22.032 0.9 0.4 -0.5
H -1.077 7.799 23.121 0.5 0.7 -0.1
H -8.597 0.981 21.512 0.5 1.3 0.7
H -3.845 0.931 24.701 0.0 0.8 -0.3
H -7.269 0.308 15.522 0.2 0.0 0.1
H -8.773 -0.147 17.494 -0.1 0.1 -0.2
H -10.671 3.423 19.758 0.8 -0.1 0.5
H -6.541 7.676 17.554 0.1 0.5 0.7
H -7.084 5.555 16.712 -0.7 0.6 0.6
H -2.940 3.355 24.659 -0.3 -0.1 -0.4
H -10.171 4.989 20.254 0.2 0.7 -0.1
H -2.522 7.880 20.839 0.2 -0.1 0.8
H -5.171 0.150 22.715 0.2 0.0 0.2
H 0.365 6.494 18.533 0.0 0.5 -0.2
H 1.974 5.275 16.986 0.3 0.7 -0.3
H 0.181 1.520 18.216 0.3 0.1 -0.5
```
Positions in Å, forces in eV/Å.